[1]
{
  "formula": "C4H14CsO4",
  "method": "ωB97M-V/def2-TZVPD",
  "elements": ["Cs", "C", "O", "C", "C", "O", "C", "H", "H", "H", "H", "H", "H", "H", "H", "H", "H", "O", "H", "H", "O", "H", "H"],
  "positions_angstrom": [[4.4697, 18.0898, 10.0215], [5.1733, 20.3354, 7.0922], [5.8971, 19.5998, 8.0535], [7.1343, 19.0933, 7.5637], [7.9919, 18.7072, 8.7200], [7.5091, 17.5063, 9.2956], [8.3601, 17.0566, 10.3469], [5.7656, 21.1758, 6.7219], [4.2143, 20.6500, 7.4908], [4.9751, 19.7014, 6.2102], [7.6256, 19.7878, 6.8788], [6.9141, 18.1888, 6.9761], [7.9986, 19.5007, 9.4823], [9.0384, 18.5803, 8.4153], [9.3948, 16.9693, 10.0030], [8.0149, 16.0709, 10.6445], [8.3407, 17.7425, 11.2000], [1.9617, 19.7626, 8.7745], [1.8054, 19.0872, 9.4408], [1.8436, 19.3134, 7.9311], [4.3770, 20.4621, 11.7676], [3.9949, 20.4655, 12.6507], [4.0518, 21.2694, 11.3561]],
  "gap_ev": 10.16,
  "lumo_energy_ev": -3.18,
  "total_charge": 1
}

---

[2]
{
  "formula": "C4H14N",
  "method": "ωB97M-V/def2-TZVPD",
  "elements": ["C", "C", "H", "H", "H", "H", "H", "H", "C", "C", "N", "H", "H", "H", "H", "H", "H", "H", "H"],
  "positions_angstrom": [[-4.7827, 0.0042, -1.8728], [-4.6083, 1.0104, -3.0340], [-4.2313, 0.4277, -1.0189], [-5.8330, 0.0422, -1.5978], [-4.3197, -0.9868, -2.1139], [-3.7159, 0.7323, -3.6320], [-4.5267, 2.0582, -2.6124], [-5.5494, 1.0597, -3.6394], [2.2715, -0.8327, 1.3168], [3.6271, -1.0779, 1.9713], [4.2766, 0.4473, 2.0522], [1.7439, -1.7701, 1.2196], [2.3495, -0.2157, 0.4172], [1.7339, -0.1517, 1.9870], [4.4418, -1.6710, 1.5708], [3.4303, -1.2516, 3.0251], [3.7931, 1.3246, 1.8600], [4.9503, 0.5611, 2.8061], [4.9491, 0.2897, 1.2951]],
  "gap_ev": 9.10,
  "lumo_energy_ev": -3.91,
  "relative_energy_kcal_mol": 35.5,
  "total_charge": 1
}

---

[3]
{
  "formula": "C4H14N",
  "method": "ωB97M-V/def2-TZVPD",
  "elements": ["C", "N", "H", "H", "H", "H", "H", "H", "C", "C", "C", "H", "H", "H", "H", "H", "H", "H", "H"],
  "positions_angstrom": [[-2.3614, 0.9396, -1.4349], [-1.8461, -0.3747, -1.0239], [-3.1696, 0.7936, -2.1466], [-1.6348, 1.5803, -1.9375], [-2.6832, 1.5944, -0.6278], [-2.3905, -0.8328, -0.2919], [-1.7287, -1.0316, -1.8027], [-0.8583, -0.3630, -0.7267], [1.3547, -0.5009, 2.1437], [1.6079, -0.6977, 0.6437], [1.6020, 0.5992, -0.1505], [0.3688, -0.0451, 2.2978], [1.5115, -1.4068, 2.7162], [2.0014, 0.2887, 2.5377], [2.5802, -1.1891, 0.5839], [0.8960, -1.4439, 0.2619], [1.8169, 0.4456, -1.2083], [2.3635, 1.2572, 0.2638], [0.6862, 1.1926, -0.0523]],
  "gap_ev": 10.91,
  "lumo_energy_ev": -3.91,
  "relative_energy_kcal_mol": 16.6,
  "total_charge": 1
}

---

[4]
{
  "formula": "C4H14N",
  "method": "ωB97M-V/def2-TZVPD",
  "elements": ["C", "C", "N", "H", "H", "H", "H", "H", "H", "H", "H", "C", "C", "H", "H", "H", "H", "H", "H"],
  "positions_angstrom": [[-1.0032, 0.3359, -0.8042], [-1.5241, 1.4502, 0.0512], [-2.1793, -0.7154, -0.7905], [-1.0158, 0.6340, -1.8304], [0.0455, -0.0057, -0.5796], [-0.6247, 2.0760, 0.2555], [-1.8100, 1.2819, 1.0800], [-2.6448, -0.7825, 0.1167], [-2.8557, -0.3540, -1.5127], [-1.8828, -1.6871, -1.0082], [-2.2958, 2.0754, -0.3692], [1.9933, -0.4582, 1.4031], [2.5316, -0.6012, -0.0663], [2.6133, -0.8736, 2.1854], [1.8234, 0.6052, 1.5400], [0.9706, -0.8381, 1.4227], [2.5452, -1.6639, -0.2595], [1.7513, -0.1210, -0.6117], [3.5620, -0.3578, -0.2220]],
  "gap_ev": 10.88,
  "lumo_energy_ev": -3.90,
  "relative_energy_kcal_mol": 30.5,
  "total_charge": 1
}

---

[5]
{
  "formula": "C4H14N2",
  "method": "ωB97M-V/def2-TZVPD",
  "elements": ["C", "C", "N", "H", "H", "H", "H", "H", "H", "H", "C", "C", "N", "H", "H", "H", "H", "H", "H", "H"],
  "positions_angstrom": [[-3.5682, -4.7186, -2.1740], [-2.3909, -4.9928, -1.1635], [-2.0884, -3.6938, -0.5318], [-4.4542, -4.5043, -1.5529], [-3.7805, -5.6043, -2.7960], [-3.3877, -3.8570, -2.8386], [-2.6278, -5.7625, -0.4039], [-1.5215, -5.3523, -1.7470], [-2.8560, -3.3061, 0.0278], [-1.2605, -3.6820, 0.0740], [4.0865, 2.1620, 3.6463], [4.3176, 1.8516, 5.1282], [3.0659, 1.7522, 5.9228], [5.0517, 2.3995, 3.1682], [3.4344, 3.0493, 3.5821], [3.6123, 1.3359, 3.0903], [4.8341, 0.8787, 5.2386], [4.9864, 2.6356, 5.5325], [3.0847, 1.1761, 6.7716], [2.4058, 1.2958, 5.2837]],
  "smiles": "CCN.CCN",
  "gap_ev": 10.37,
  "lumo_energy_ev": 1.24,
  "relative_energy_kcal_mol": 10.4,
  "total_charge": 0
}

---

[6]
{
  "formula": "C4H14N2",
  "method": "ωB97M-V/def2-TZVPD",
  "elements": ["C", "N", "C", "H", "H", "H", "H", "H", "H", "H", "C", "N", "C", "H", "H", "H", "H", "H", "H", "H"],
  "positions_angstrom": [[-2.4361, -2.0049, -0.2627], [-1.6048, -0.7961, 0.1010], [-1.7016, 0.2464, -0.9278], [-3.0847, -2.1956, 0.5584], [-3.0259, -1.7082, -1.1256], [-1.8561, -2.9086, -0.4264], [-0.6730, -1.1513, -0.0052], [-1.2823, -0.1362, -1.8727], [-0.9923, 1.0411, -0.6653], [-2.6771, 0.6870, -1.1116], [2.3800, 0.1073, -0.2772], [2.2124, 1.3856, 0.3249], [1.2874, 1.5830, 1.4203], [1.6385, -0.5804, 0.0487], [2.0630, 0.2599, -1.3274], [3.3672, -0.3242, -0.2479], [3.1510, 1.6308, 0.6659], [1.3487, 2.5877, 1.8175], [1.6212, 0.8890, 2.2048], [0.2646, 1.3879, 1.1083]],
  "gap_ev": [8.66, 3.74],
  "lumo_energy_ev": [-3.51, -8.43],
  "spin_multiplicity": 2,
  "relative_energy_kcal_mol": 32.3,
  "s_squared": 0.75,
  "total_charge": 1
}